# 1
# C27H48ClO2PRh

A structure of composition C27H48ClO2PRh in a non-equilibrium geometry (the ωB97M-V functional and the def2-TZVPD basis, OMol25).

## Properties
E_HOMO (alpha / beta) = -2.83 / -5.19 eV
E = -2120.105150 Ha
LUMO (alpha / beta) = 2.662 / 1.831 eV
total charge = -1
spin multiplicity = 5

Last column: Löwdin charge in e.
Geometry (Å):
Rh (0.310, 0.907, 1.715)  0.73
Cl (1.483, -0.750, 2.838)  -0.02
P (0.228, -0.413, -0.250)  1.04
C (-0.770, 0.754, 3.883)  -0.17
H (-1.542, 0.216, 3.353)  0.01
H (-0.515, 0.403, 4.883)  0.06
C (-0.393, 0.288, -1.915)  -0.38
C (-0.680, -2.002, 0.002)  -0.44
C (-1.919, 0.391, -1.940)  -0.20
H (0.012, 1.312, -1.883)  0.09
C (-2.396, 1.236, -3.129)  -0.19
H (-2.357, -0.618, -2.036)  0.09
H (-2.288, 0.838, -0.997)  0.09
C (-1.788, 0.819, -4.472)  -0.21
H (-3.488, 1.160, -3.177)  0.11
H (-2.161, 2.287, -2.923)  0.12
C (-0.295, 0.482, -4.426)  -0.20
H (-2.332, -0.054, -4.848)  0.10
H (-1.955, 1.623, -5.195)  0.10
C (0.093, -0.369, -3.210)  -0.21
H (-0.021, -0.050, -5.346)  0.10
H (0.283, 1.415, -4.416)  0.11
H (-0.378, -1.358, -3.319)  0.10
H (1.182, -0.520, -3.213)  0.08
C (2.015, -0.998, -0.466)  -0.44
C (-1.075, -2.788, -1.245)  -0.22
H (0.042, -2.603, 0.585)  0.11
C (-1.586, -4.180, -0.850)  -0.20
H (-1.888, -2.283, -1.787)  0.10
H (-0.235, -2.892, -1.947)  0.09
C (-2.718, -4.121, 0.179)  -0.20
H (-1.942, -4.702, -1.747)  0.10
H (-0.749, -4.768, -0.452)  0.11
C (-2.528, -3.102, 1.321)  -0.19
H (-3.642, -3.861, -0.355)  0.11
H (-2.881, -5.116, 0.608)  0.10
C (-1.907, -1.773, 0.882)  -0.22
H (-3.504, -2.895, 1.775)  0.11
H (-1.908, -3.542, 2.116)  0.11
H (-2.653, -1.178, 0.327)  0.12
H (-1.639, -1.184, 1.769)  0.07
C (2.817, 0.199, -0.991)  -0.22
H (2.301, -1.200, 0.585)  0.02
C (4.321, -0.097, -1.030)  -0.20
H (2.475, 0.427, -2.016)  0.10
H (2.628, 1.090, -0.366)  0.08
C (4.680, -1.420, -1.719)  -0.21
H (4.820, 0.738, -1.531)  0.10
H (4.686, -0.116, 0.008)  0.12
C (3.810, -2.602, -1.268)  -0.20
H (4.636, -1.316, -2.814)  0.11
H (5.727, -1.641, -1.491)  0.10
C (2.305, -2.286, -1.249)  -0.20
H (3.995, -3.471, -1.914)  0.10
H (4.131, -2.896, -0.255)  0.12
H (1.967, -2.190, -2.296)  0.10
H (1.776, -3.132, -0.786)  0.10
C (0.762, 2.390, 0.665)  -0.32
C (-0.248, 2.009, 3.494)  -0.39
H (0.722, 2.359, -0.439)  0.01
C (0.851, 2.602, 4.351)  -0.23
H (-0.925, 2.721, 3.009)  0.09
C (1.622, 3.805, 3.785)  -0.23
H (0.405, 2.908, 5.312)  0.11
H (1.558, 1.817, 4.626)  0.09
C (2.223, 3.628, 2.389)  -0.21
H (0.990, 4.696, 3.840)  0.10
H (2.453, 3.976, 4.476)  0.10
C (1.169, 3.694, 1.232)  -0.30
H (2.936, 4.462, 2.244)  0.10
H (2.779, 2.675, 2.352)  0.10
H (0.254, 4.233, 1.542)  0.10
H (1.629, 4.288, 0.424)  0.09
C (-3.873, 1.567, 2.765)  -0.04
C (-3.471, 1.806, 1.338)  -0.72
O (-4.317, 2.249, 0.536)  -0.05
O (-2.237, 1.507, 1.066)  -0.16
H (-4.914, 1.820, 2.928)  0.06
H (-3.263, 2.165, 3.450)  0.06
H (-3.698, 0.527, 3.057)  0.06

Cartesian forces, eV/Å:
Rh -2.127 -0.966 1.839
Cl 1.382 -1.271 0.556
P 0.063 -1.196 -1.612
C -0.438 1.041 0.965
H -0.276 0.395 0.127
H 0.427 -0.529 -0.433
C 0.488 -0.126 0.669
C 0.086 0.126 0.139
C -0.416 0.128 0.230
H -0.131 -0.105 -0.119
C 0.170 0.044 0.262
H 0.146 0.493 0.047
H 0.106 -0.162 -0.366
C -0.177 -0.115 -0.007
H 0.114 0.153 -0.045
H 0.003 -0.064 0.007
C 0.013 0.170 0.063
H 0.009 -0.061 0.019
H -0.021 -0.110 -0.074
C 0.098 -0.196 -0.179
H 0.033 0.112 0.095
H 0.012 -0.073 0.081
H 0.175 0.246 0.032
H -0.338 0.017 -0.030
C -0.357 0.240 0.130
C -0.060 -0.495 -0.178
H -0.153 0.101 -0.083
C 0.187 0.000 0.096
H 0.329 -0.123 0.223
H -0.251 -0.013 0.245
C -0.326 0.224 -0.003
H 0.072 -0.031 0.119
H 0.002 0.047 0.013
C 0.107 -0.146 0.076
H 0.068 0.007 0.029
H -0.037 0.091 -0.084
C -0.405 -0.094 0.013
H 0.106 -0.111 0.013
H 0.019 0.054 -0.182
H 0.253 -0.096 0.168
H -0.082 -0.138 -0.267
C 0.231 -0.151 -0.222
H -0.060 0.220 -0.387
C -0.223 0.007 0.231
H 0.121 0.079 0.277
H 0.040 -0.356 -0.270
C 0.031 0.023 -0.123
H 0.141 -0.070 0.050
H -0.021 -0.052 -0.170
C 0.123 0.097 0.347
H -0.196 0.076 0.176
H -0.009 -0.075 -0.091
C 0.010 0.128 -0.352
H -0.018 0.129 0.101
H -0.159 0.077 -0.155
H 0.007 -0.121 0.345
H 0.052 0.191 -0.224
C 1.419 2.213 -2.596
C -0.608 -0.411 -0.128
H -0.191 0.183 0.621
C -0.061 0.156 0.200
H 0.154 -0.146 -0.128
C 0.107 -0.475 0.303
H -0.010 0.064 -0.096
H 0.053 -0.138 -0.209
C -0.609 0.467 -0.002
H -0.011 0.060 -0.243
H -0.018 0.136 0.096
C 0.692 0.325 -0.126
H -0.128 -0.423 -0.012
H -0.141 0.296 -0.108
H 0.327 0.130 0.206
H -0.238 0.066 0.119
C -0.193 -0.027 0.896
C 1.065 -0.075 -1.055
O 0.552 -0.291 0.351
O -0.830 0.211 0.069
H -0.221 -0.005 -0.014
H 0.016 -0.010 -0.140
H -0.071 0.025 -0.134

# 2
# C27H48N2O11S2

A cluster of 3 separate species, C27H48N2O11S2 in total in a non-equilibrium geometry (the ωB97M-V functional and the def2-TZVPD basis, OMol25).

## Properties
energy above the lowest of the compared OMol25 structures with the same formula, charge and spin = 0.00 kcal/mol
E_HOMO = -9.16 eV
E = -2791.088316 Ha
LUMO = 0.396 eV
total charge = 0
spin multiplicity = 1

Last column: Löwdin charge in e.
Geometry (Å):
C (5.050, 3.036, 3.319)  -0.10
C (4.099, 2.204, 4.212)  -0.24
C (2.859, 1.667, 3.504)  -0.20
C (2.096, 2.744, 2.717)  -0.19
N (2.331, 2.705, 1.277)  0.03
C (1.811, 1.580, 0.549)  -0.49
O (2.754, 0.686, 0.014)  -0.09
C (4.142, 0.976, 0.167)  -0.22
C (4.680, 2.028, -0.783)  -0.07
C (0.740, 0.738, 1.254)  -0.03
C (-0.033, -0.271, 0.364)  -0.34
C (-1.296, -0.645, 1.186)  -0.17
O (-2.201, 0.442, 1.234)  -0.16
C (-3.526, 0.116, 0.850)  -0.23
C (-4.447, 1.269, 1.261)  -0.20
C (-3.727, 2.618, 1.130)  -0.09
C (0.776, -1.567, 0.190)  -0.17
C (0.775, -2.549, 1.167)  -0.01
C (1.546, -3.677, 0.915)  -0.06
C (2.276, -3.753, -0.240)  -0.15
N (2.316, -2.834, -1.214)  0.11
C (1.563, -1.767, -0.930)  -0.11
C (-0.563, 0.321, -0.935)  -0.57
S (-1.341, -0.932, -2.025)  0.87
O (0.439, 1.043, -1.704)  -0.24
S (0.959, 2.320, -0.915)  0.68
O (-0.130, 3.120, -0.441)  -0.24
O (1.871, 3.019, -1.756)  -0.23
H (4.618, 3.241, 2.342)  0.05
H (6.010, 2.554, 3.168)  0.07
H (5.221, 4.001, 3.789)  0.07
H (4.664, 1.406, 4.686)  0.10
H (3.743, 2.852, 5.010)  0.10
H (3.049, 0.777, 2.908)  0.10
H (2.167, 1.345, 4.286)  0.11
H (2.518, 3.691, 3.056)  0.12
H (1.046, 2.792, 3.009)  0.11
H (2.020, 3.559, 0.833)  0.12
H (4.438, 1.167, 1.194)  0.09
H (4.643, 0.049, -0.108)  0.12
H (4.336, 3.018, -0.504)  0.06
H (4.371, 1.803, -1.796)  0.08
H (5.765, 2.040, -0.687)  0.08
H (0.006, 1.347, 1.775)  0.13
H (1.245, 0.136, 2.005)  0.13
H (-0.995, -0.835, 2.214)  0.13
H (-1.754, -1.532, 0.748)  0.13
H (-3.577, 0.050, -0.244)  0.11
H (-3.853, -0.837, 1.269)  0.11
H (-5.352, 1.274, 0.665)  0.10
H (-4.649, 1.139, 2.323)  0.11
H (-3.037, 2.634, 0.288)  0.07
H (-3.144, 2.841, 2.016)  0.07
H (-4.433, 3.429, 0.972)  0.07
H (0.233, -2.493, 2.094)  0.11
H (1.574, -4.493, 1.619)  0.10
H (2.890, -4.636, -0.393)  0.11
H (1.583, -0.978, -1.668)  0.11
H (-1.344, 1.048, -0.756)  0.09
H (-0.784, -0.546, -3.182)  -0.10
C (-12.061, -0.561, 1.847)  -0.07
C (-11.165, 0.604, 1.485)  -0.21
O (-9.791, 0.346, 1.812)  0.04
C (-9.152, -0.483, 0.990)  -0.61
O (-9.608, -1.005, 0.007)  0.13
O (-7.906, -0.635, 1.443)  0.00
C (-7.123, -1.566, 0.696)  -0.04
H (-11.939, -0.822, 2.899)  0.08
H (-13.105, -0.306, 1.665)  0.08
H (-11.817, -1.445, 1.259)  0.07
H (-11.441, 1.479, 2.069)  0.12
H (-11.253, 0.869, 0.432)  0.12
H (-7.110, -1.312, -0.362)  0.10
H (-7.503, -2.577, 0.835)  0.10
H (-6.109, -1.511, 1.082)  0.07
C (3.951, -3.833, -4.856)  -0.06
C (4.593, -2.966, -3.795)  -0.22
O (6.016, -2.859, -3.983)  0.04
C (6.407, -2.060, -4.970)  -0.62
O (5.694, -1.414, -5.692)  0.12
O (7.742, -2.091, -5.024)  0.00
C (8.299, -1.332, -6.098)  -0.04
H (4.430, -4.813, -4.888)  0.08
H (2.890, -3.964, -4.643)  0.08
H (4.051, -3.389, -5.845)  0.07
H (4.456, -3.421, -2.818)  0.10
H (4.144, -1.974, -3.758)  0.12
H (7.945, -0.303, -6.076)  0.09
H (8.053, -1.794, -7.053)  0.10
H (9.377, -1.343, -5.961)  0.09

Cartesian forces, eV/Å:
C -0.313 0.023 0.175
C 0.297 0.335 -0.451
C -0.632 -0.063 0.439
C 0.682 0.355 0.270
N -0.304 -0.424 -0.039
C -0.525 -0.112 -0.519
O 0.122 0.232 0.507
C 0.799 -0.295 -0.694
C -0.134 0.215 0.654
C -0.105 -0.113 -0.173
C -0.079 -0.771 0.510
C -0.038 0.544 -0.190
O 0.029 -0.451 0.363
C -0.488 0.803 -0.760
C 1.090 0.128 0.599
C -0.114 0.074 -0.404
C -0.306 0.513 0.476
C 0.428 -0.318 -0.516
C -0.327 0.191 0.526
C 0.773 -0.799 -0.771
N -0.691 0.319 1.296
C 0.376 0.220 -1.125
C -0.152 0.269 -0.863
S -0.063 -0.179 -0.051
O 0.151 -0.208 0.353
S 0.366 1.456 -0.183
O -0.692 -0.526 0.435
O 0.520 -0.654 -0.340
H -0.010 -0.059 -0.110
H 0.113 -0.084 -0.025
H 0.246 0.105 -0.017
H -0.100 -0.192 0.091
H -0.018 0.010 0.177
H 0.219 0.044 -0.195
H 0.032 -0.269 0.071
H -0.096 0.227 -0.106
H -0.194 -0.248 -0.196
H 0.196 0.160 0.146
H -0.335 0.227 0.197
H -0.246 -0.296 0.056
H -0.164 0.141 -0.141
H 0.078 0.052 -0.220
H 0.122 -0.115 -0.203
H 0.027 0.368 -0.193
H 0.077 -0.012 0.119
H 0.049 -0.338 0.097
H -0.103 -0.115 0.066
H 0.141 -0.282 -0.081
H 0.075 -0.087 0.149
H -0.210 -0.270 0.101
H -0.603 -0.049 0.006
H 0.032 0.002 -0.112
H 0.102 0.011 0.101
H -0.122 0.051 0.107
H -0.181 0.141 0.088
H 0.068 -0.076 0.088
H -0.011 0.000 -0.123
H 0.075 -0.052 -0.109
H -0.010 0.049 0.467
H 0.078 0.160 0.161
C 0.146 -0.227 0.036
C -0.435 0.065 -0.049
O 0.050 0.071 0.056
C -0.010 0.054 0.045
O -0.010 -0.028 -0.061
O 0.075 0.004 0.028
C 0.218 -0.122 -0.091
H -0.065 0.097 0.027
H 0.006 0.046 0.018
H -0.014 0.055 -0.085
H 0.197 0.017 0.066
H 0.107 -0.122 -0.037
H -0.123 -0.025 -0.010
H -0.065 0.014 -0.095
H -0.071 0.110 0.148
C 0.156 -0.011 -0.245
C -0.415 -0.161 0.036
O 0.059 0.005 0.063
C -0.018 -0.058 0.088
O -0.017 0.054 -0.053
O 0.048 0.003 -0.005
C 0.182 0.081 -0.091
H -0.061 -0.029 0.102
H 0.013 -0.001 0.070
H -0.048 0.079 0.032
H 0.196 0.072 0.057
H 0.105 0.049 -0.091
H -0.098 -0.032 -0.033
H -0.083 0.073 -0.012
H -0.022 -0.097 0.109

# 3
# C27H48O16S4

A cluster of 5 separate species, C27H48O16S4 in total in a non-equilibrium geometry (the ωB97M-V functional and the def2-TZVPD basis, OMol25).

## Properties
E_HOMO = -9.16 eV
E = -3854.138828 Ha
LUMO = -0.257 eV
total charge = 0
spin multiplicity = 1

Last column: Löwdin charge in e.
Geometry (Å):
C (-7.852, 1.831, 2.214)  -0.11
O (-7.715, 0.487, 2.639)  -0.19
C (-6.535, 0.282, 3.405)  -0.23
C (-5.390, -0.245, 2.536)  -0.13
C (-4.429, -1.125, 3.369)  -0.10
C (-4.318, -2.524, 2.901)  -0.06
C (-3.835, -3.024, 1.765)  -0.08
C (-3.272, -2.268, 0.607)  -0.06
C (-2.047, -1.462, 1.030)  -0.22
C (-1.890, -0.157, 0.569)  -0.04
C (-0.785, 0.597, 0.969)  -0.07
C (0.147, 0.026, 1.828)  -0.08
C (0.000, -1.279, 2.289)  -0.06
C (-1.103, -2.030, 1.887)  -0.03
C (-3.929, -4.501, 1.846)  -0.38
O (-3.916, -5.328, 1.013)  0.19
O (-4.065, -4.801, 3.215)  0.12
C (-4.743, -3.712, 3.717)  -0.39
O (-5.553, -3.742, 4.576)  0.19
H (-8.694, 1.863, 1.533)  0.09
H (-8.032, 2.497, 3.058)  0.09
H (-6.950, 2.164, 1.697)  0.08
H (-6.787, -0.424, 4.193)  0.12
H (-6.241, 1.215, 3.887)  0.12
H (-5.785, -0.749, 1.661)  0.12
H (-4.813, 0.621, 2.222)  0.11
H (-4.731, -1.155, 4.413)  0.12
H (-3.426, -0.700, 3.345)  0.12
H (-4.038, -1.612, 0.201)  0.12
H (-2.956, -2.948, -0.181)  0.13
H (-2.644, 0.259, -0.084)  0.11
H (-0.694, 1.609, 0.610)  0.08
H (1.006, 0.604, 2.136)  0.10
H (0.716, -1.718, 2.964)  0.10
H (-1.201, -3.042, 2.254)  0.12
C (4.272, 3.573, 1.833)  -0.07
C (3.572, 4.406, 0.778)  -0.24
O (3.488, 3.711, -0.485)  -0.27
S (2.373, 2.594, -0.651)  0.57
C (2.464, 2.428, -2.395)  -0.12
O (1.101, 3.159, -0.296)  -0.29
O (2.823, 1.385, -0.037)  -0.27
H (3.674, 2.706, 2.114)  0.07
H (4.445, 4.173, 2.726)  0.08
H (5.226, 3.209, 1.454)  0.07
H (2.580, 4.716, 1.109)  0.11
H (4.150, 5.307, 0.583)  0.12
H (2.160, 3.367, -2.850)  0.07
H (1.780, 1.634, -2.684)  0.07
H (3.482, 2.167, -2.675)  0.07
C (-1.845, 1.769, -6.647)  -0.07
C (-2.374, 3.117, -6.201)  -0.25
O (-2.466, 3.224, -4.764)  -0.26
S (-1.126, 3.502, -3.956)  0.57
C (-1.871, 3.935, -2.424)  -0.11
O (-0.470, 4.646, -4.512)  -0.27
O (-0.420, 2.269, -3.783)  -0.28
H (-0.799, 1.642, -6.369)  0.07
H (-1.924, 1.678, -7.730)  0.08
H (-2.409, 0.962, -6.181)  0.09
H (-1.768, 3.935, -6.593)  0.11
H (-3.390, 3.261, -6.563)  0.12
H (-2.450, 4.844, -2.561)  0.08
H (-1.062, 4.097, -1.712)  0.06
H (-2.501, 3.112, -2.098)  0.07
C (-1.640, -7.073, 1.887)  -0.07
C (-1.449, -8.483, 2.405)  -0.24
O (-0.903, -9.371, 1.404)  -0.26
S (0.656, -9.288, 1.114)  0.56
C (0.791, -10.790, 0.208)  -0.12
O (1.363, -9.406, 2.353)  -0.28
O (0.917, -8.188, 0.239)  -0.27
H (-0.679, -6.594, 1.693)  0.08
H (-2.177, -6.484, 2.624)  0.07
H (-2.198, -7.079, 0.956)  0.08
H (-0.819, -8.503, 3.295)  0.11
H (-2.410, -8.915, 2.677)  0.12
H (0.546, -11.619, 0.865)  0.07
H (1.820, -10.866, -0.135)  0.08
H (0.113, -10.748, -0.640)  0.07
C (9.835, 4.971, -0.116)  -0.07
C (9.421, 5.646, -1.408)  -0.25
O (8.485, 4.853, -2.168)  -0.26
S (6.967, 4.853, -1.700)  0.56
C (6.285, 4.128, -3.150)  -0.11
O (6.512, 6.205, -1.586)  -0.27
O (6.816, 3.940, -0.610)  -0.27
H (9.003, 4.914, 0.586)  0.07
H (10.642, 5.533, 0.356)  0.08
H (10.174, 3.953, -0.306)  0.09
H (9.000, 6.636, -1.225)  0.11
H (10.283, 5.773, -2.059)  0.12
H (6.444, 4.802, -3.987)  0.08
H (5.222, 3.992, -2.963)  0.06
H (6.767, 3.170, -3.321)  0.08

Cartesian forces, eV/Å:
C 0.147 -0.377 -0.028
O 0.097 0.277 0.205
C -0.487 -0.275 -0.383
C 0.417 0.557 0.859
C -0.128 -0.072 -0.184
C 0.093 -0.570 0.054
C -0.074 0.437 -0.367
C 0.485 -0.095 0.079
C -0.414 -0.084 0.005
C 0.434 -0.265 0.483
C -0.496 -0.537 -0.025
C 0.196 0.144 0.040
C -0.609 0.069 -0.381
C 0.372 0.641 -0.098
C 0.491 0.877 0.931
O 0.096 -0.681 -0.785
O -1.112 -0.872 -0.291
C 0.626 1.033 -0.392
O -0.180 -0.332 0.840
H -0.110 0.089 -0.088
H -0.072 0.084 0.119
H 0.041 0.118 -0.148
H -0.047 -0.192 -0.006
H 0.059 0.095 0.150
H -0.110 -0.185 -0.044
H 0.011 0.013 -0.486
H -0.130 0.111 0.133
H 0.139 0.027 -0.027
H -0.009 0.136 -0.137
H -0.224 -0.204 -0.094
H -0.051 0.115 -0.099
H 0.275 0.118 0.039
H 0.062 0.056 -0.005
H 0.192 0.019 0.050
H -0.158 -0.128 -0.028
C -0.075 -0.259 -0.037
C 0.254 0.188 0.660
O -0.139 0.046 -0.213
S 0.328 0.210 -0.375
C 0.072 0.049 -0.117
O -0.086 -0.102 0.189
O -0.238 -0.069 0.189
H -0.018 0.026 0.015
H 0.003 0.060 -0.035
H 0.037 0.095 -0.004
H -0.089 -0.114 -0.188
H 0.000 -0.066 -0.300
H -0.032 -0.016 -0.022
H -0.063 0.030 0.045
H 0.019 -0.029 0.085
C 0.149 -0.038 0.185
C 0.030 -0.117 -0.541
O 0.030 0.059 0.045
S -0.562 0.027 0.460
C -0.022 0.071 0.055
O 0.236 -0.132 -0.159
O 0.260 0.022 -0.181
H 0.001 0.017 -0.014
H -0.051 0.040 -0.005
H -0.056 0.007 -0.049
H 0.045 0.030 0.142
H -0.063 0.036 0.191
H -0.001 0.002 -0.016
H 0.049 -0.051 -0.034
H 0.018 -0.022 -0.014
C 0.490 -0.152 -0.141
C -0.228 0.403 0.369
O 0.047 -0.109 -0.062
S -0.302 -0.215 -0.079
C -0.020 -0.068 -0.018
O 0.109 0.134 0.033
O 0.153 0.074 0.040
H -0.006 -0.016 0.030
H -0.089 -0.047 0.081
H -0.119 0.001 0.015
H 0.113 -0.080 -0.090
H 0.033 -0.164 -0.141
H -0.004 0.010 0.014
H 0.016 0.051 0.023
H -0.001 0.026 -0.001
C -0.207 -0.109 0.049
C 0.380 0.238 0.326
O -0.080 0.012 -0.086
S 0.103 -0.258 -0.414
C 0.011 -0.032 -0.089
O -0.018 0.042 0.264
O -0.107 0.153 0.201
H 0.003 0.021 -0.003
H 0.024 0.024 -0.057
H 0.067 0.023 -0.024
H -0.135 -0.053 -0.045
H -0.098 -0.099 -0.149
H 0.003 0.013 0.009
H 0.000 0.038 0.071
H 0.002 -0.006 0.029